Density functional theory data (ωB97M-V/def2-TZVPD) for C18H22N6O3S2 in the gas phase at a distorted geometry.

```
51
Properties=species:S:1:pos:R:3:forces:R:3:mulliken_charge:R:1
C 4.1552 2.4052 0.4337 0.200 -0.002 0.005 -0.8741
O 2.7502 2.4634 0.4547 -0.323 -0.007 0.063 -0.4455
C 2.0621 1.4485 1.0400 -0.108 -0.108 0.042 0.5376
C 2.6379 0.3395 1.6505 0.279 0.273 -0.121 -0.7008
C 1.8309 -0.6545 2.1834 -0.360 -0.064 0.068 -0.4343
C 0.4498 -0.5546 2.1267 0.186 0.224 0.219 0.0868
C -0.4461 -1.6052 2.6992 0.130 -0.028 0.072 -0.2772
O -1.1756 -1.4009 3.6468 -0.202 0.193 0.115 -0.6650
N -0.3861 -2.8296 2.1118 -0.113 -0.583 0.039 -0.1109
C 0.2487 -3.1684 0.8504 0.155 0.015 -0.082 0.3384
C -0.3338 -4.4815 0.3296 0.128 0.125 0.149 -1.7440
C 0.0284 -2.0763 -0.1458 0.031 0.069 -0.386 0.1577
N -1.1215 -1.5206 -0.3972 -0.190 -1.005 0.846 -0.9845
N -0.9322 -0.5326 -1.2833 0.379 0.588 -0.572 0.3908
C 0.3404 -0.5029 -1.5709 0.003 -0.084 0.120 0.0051
S 1.1079 0.6287 -2.6318 0.319 0.268 -0.340 -0.2620
C -0.3035 1.7478 -2.8567 0.396 -0.366 0.291 -0.0046
C -1.4751 0.9791 -3.4198 -0.012 0.148 -0.142 0.2841
O -1.4061 0.2866 -4.4043 0.030 -0.017 -0.104 -0.6357
N -2.6824 1.1287 -2.7742 -0.782 -0.145 -0.605 -0.1498
C -2.9810 1.6882 -1.5663 -0.401 0.271 0.753 0.5399
N -2.2881 2.5082 -0.9064 0.541 -0.029 -0.388 -0.4075
C -2.8993 2.9708 0.3032 -0.275 0.167 0.162 -0.7680
C -4.1367 2.1138 0.6469 -0.057 -0.247 -0.015 -0.5231
S -4.5653 1.2320 -0.8834 0.035 0.101 -0.021 -0.2381
N 1.0130 -1.4749 -0.8881 -0.802 0.268 -0.027 0.4855
C 2.4050 -1.8002 -0.9976 0.352 -0.271 -0.009 -1.0137
C -0.1227 0.5831 1.5615 0.149 0.014 0.034 -0.1926
C 0.6697 1.5634 1.0105 0.152 0.062 0.040 -0.0004
H 4.5740 2.4020 1.4453 -0.014 -0.021 -0.040 0.3510
H 4.5130 1.5263 -0.1128 -0.012 0.009 0.030 0.3129
H 4.4788 3.3056 -0.0856 0.033 -0.077 0.041 0.2714
H 3.7100 0.2361 1.7173 0.098 0.029 -0.003 0.4578
H 2.2883 -1.5094 2.6624 0.057 -0.098 0.026 0.4860
H -1.0704 -3.4879 2.4588 0.057 0.106 0.052 0.3056
H 1.3308 -3.2881 1.0084 -0.158 -0.009 -0.105 0.2057
H -1.3965 -4.3556 0.1381 -0.087 0.017 -0.029 0.4368
H -0.1862 -5.2745 1.0590 0.014 -0.114 0.056 0.4543
H 0.1540 -4.7667 -0.5992 0.024 -0.029 -0.058 0.3820
H -0.5491 2.2110 -1.9028 0.096 0.023 -0.241 0.0321
H 0.0324 2.4906 -3.5805 -0.061 -0.026 0.002 0.4564
H -3.4043 0.5230 -3.1501 0.276 0.060 -0.027 0.2029
H -2.1659 2.9304 1.1116 -0.105 0.078 0.058 0.2344
H -3.1782 4.0207 0.1539 0.000 -0.073 0.135 0.4885
H -4.9862 2.7141 0.9630 0.029 -0.014 0.043 0.4214
H -3.9163 1.3647 1.4076 -0.012 0.093 0.017 0.2838
H 2.8500 -1.8838 -0.0058 0.024 0.053 -0.101 0.4076
H 2.5361 -2.7411 -1.5369 0.051 0.075 -0.004 0.3126
H 2.9008 -1.0028 -1.5495 0.075 -0.053 0.091 0.2772
H -1.1976 0.6662 1.5312 -0.132 0.030 -0.047 0.4389
H 0.2385 2.4345 0.5433 -0.096 0.109 -0.098 0.3868
```
Positions in Å, forces in eV/Å.

- gap between HOMO and LUMO (eV) = 8.71
- spin multiplicity = 1
- lowest unoccupied orbital energy (eV) = 0.4
- structure (SMILES) = COc1ccc(C(=O)N[C@@H](C)c2nnc(SCC(=O)NC3=NCCS3)n2C)cc1
- HOMO (eV) = -8.30
- max |F| (eV/Å) = 1.327



Density functional theory data (ωB97M-V/def2-TZVPD) for a molecular structure, C20H46IrO4P4 at a distorted geometry.

```
75
Properties=species:S:1:pos:R:3:forces:R:3:lowdin_spin:R:1
Ir 0.1214 -0.2137 -0.4981 0.551 0.907 1.343 0.8065
P -1.1052 -0.1784 -2.3840 -2.446 -0.854 -1.357 0.1579
P -1.5560 -1.6212 0.6586 -1.117 -0.600 0.732 0.0944
P 2.0084 0.9691 -1.2644 1.578 0.813 0.505 0.1244
H 1.0896 -2.6454 0.5392 0.223 0.282 -0.115 0.0149
C 1.5747 -1.6746 0.4104 -0.166 0.856 1.012 0.1496
C 1.3398 -0.6339 1.3664 0.801 -1.452 -0.173 0.0997
H 0.7321 -0.8408 2.2481 0.106 0.121 -0.438 0.0053
C -0.6786 -1.6979 -3.2820 0.104 0.067 -0.143 0.0581
C -2.9248 -0.1946 -2.2837 0.114 0.069 -0.036 -0.0019
C -0.8226 1.2440 -3.4850 0.434 0.307 0.075 0.0665
C -1.1909 -2.2709 2.3361 0.590 0.361 -0.128 0.0058
C -3.2245 -0.9156 0.9555 0.059 0.341 -0.233 0.0144
C -1.8106 -3.1746 -0.2737 0.236 0.199 -0.206 0.0318
C 3.4577 1.0859 -0.1641 -0.335 -0.061 0.104 0.0000
C 1.7481 2.7045 -1.7328 -0.411 -0.031 0.021 0.0330
C 2.6852 0.0956 -2.6881 -0.250 -0.222 -0.190 0.0540
H 2.4854 -1.6584 -0.1890 -0.234 -0.102 0.175 0.0156
H 2.0952 0.1348 1.5205 -0.391 -0.090 -0.135 0.0060
H -1.2211 -1.7224 -4.2389 0.124 -0.066 0.178 0.0099
H -0.9176 -2.5898 -2.6896 -0.059 0.315 -0.217 0.0015
H 0.4035 -1.6819 -3.4336 -0.373 -0.006 0.169 0.0040
H -3.3328 -0.1557 -3.3060 0.094 -0.025 0.322 -0.0005
H -3.2588 0.6955 -1.7319 -0.002 -0.231 -0.216 0.0002
H -3.2880 -1.1028 -1.7873 0.032 0.304 -0.201 0.0001
H -1.5042 1.1635 -4.3459 0.143 -0.132 0.266 0.0107
H 0.2148 1.2634 -3.8404 -0.338 0.101 0.008 0.0000
H -1.0520 2.1654 -2.9279 0.035 -0.300 -0.236 -0.0003
H -1.9478 -3.0237 2.5979 0.085 0.233 -0.228 0.0023
H -1.2334 -1.4616 3.0765 0.012 -0.259 -0.171 0.0001
H -0.2031 -2.7418 2.3700 -0.235 -0.067 0.141 0.0001
H -3.9736 -1.7190 0.9238 0.254 0.077 0.010 0.0031
H -3.4863 -0.1592 0.2102 -0.020 -0.207 0.285 0.0007
H -3.2476 -0.4398 1.9434 0.028 -0.203 -0.298 0.0002
H -2.3316 -3.9004 0.3667 0.087 0.250 -0.132 0.0064
H -0.8307 -3.5831 -0.5483 -0.239 -0.085 0.012 0.0016
H -2.4026 -3.0005 -1.1780 0.088 -0.137 0.204 -0.0001
H 4.2892 1.5079 -0.7437 -0.208 -0.056 0.130 0.0001
H 3.7459 0.1006 0.2145 0.128 0.207 -0.058 0.0007
H 3.2155 1.7535 0.6709 0.165 -0.107 -0.146 0.0003
H 2.6520 3.0610 -2.2450 -0.118 -0.120 0.109 0.0072
H 1.5801 3.2860 -0.8183 0.102 -0.098 -0.287 0.0001
H 0.8862 2.8172 -2.3941 0.256 0.124 0.144 0.0001
H 3.6977 0.4666 -2.8868 -0.188 0.092 0.081 0.0078
H 2.0694 0.2318 -3.5819 0.205 -0.022 0.220 -0.0003
H 2.7272 -0.9747 -2.4531 0.021 0.268 -0.071 0.0053
C 3.0470 -2.5606 -5.1110 -2.333 0.208 0.039 0.3081
C 2.9997 -3.5954 -6.0703 -3.009 2.328 0.227 0.5291
C 4.0853 -4.4850 -6.1255 2.177 -2.781 -1.198 0.5637
C 5.1795 -4.3381 -5.2540 0.456 0.591 0.428 0.3512
C 5.2559 -3.2169 -4.4223 2.785 -2.044 0.305 0.4877
C 4.2318 -2.2628 -4.4326 -1.510 2.690 0.512 0.5462
O 1.9585 -1.8177 -4.7248 1.324 -1.353 -1.099 0.1339
H 1.1058 -2.1977 -5.0178 0.661 -0.010 -0.537 0.0011
H 2.1389 -3.6849 -6.7466 0.379 -0.043 0.379 0.0158
H 4.0847 -5.3046 -6.8481 -0.067 0.297 0.307 0.0170
H 5.9792 -5.0704 -5.2402 -0.046 0.004 -0.085 0.0056
H 6.1013 -3.0465 -3.7537 -0.219 -0.374 -0.217 0.0146
H 4.2833 -1.3435 -3.8578 0.172 -0.348 -0.294 0.0226
C 0.4833 3.6724 2.1793 -0.069 0.587 0.188 0.0053
O 0.6551 2.5124 1.3040 -1.113 -1.562 -1.149 0.0257
P -0.5836 1.6867 0.6133 -0.429 3.011 1.824 0.0893
O -1.6463 1.4950 1.8006 0.605 -0.113 -0.710 0.0302
C -1.3442 1.3074 3.2263 0.051 -0.036 0.226 0.0011
O -1.3240 2.7311 -0.3937 0.859 -1.784 0.926 0.0437
C -2.5550 3.4389 -0.0677 -0.675 0.593 0.100 0.0062
H 1.2665 4.3917 1.9135 -0.238 -0.250 0.015 0.0007
H 0.6270 3.3539 3.2172 -0.040 0.047 -0.318 0.0004
H -0.5012 4.1493 2.0505 0.379 -0.286 0.009 0.0003
H -0.3931 0.7717 3.3628 -0.274 0.289 -0.079 0.0002
H -1.3081 2.2841 3.7279 -0.060 -0.377 -0.272 0.0005
H -2.1627 0.7141 3.6551 0.213 0.263 -0.239 0.0001
H -3.3966 2.7464 0.0766 0.419 0.135 0.041 0.0005
H -2.4252 4.0751 0.8205 -0.025 -0.337 -0.349 0.0012
H -2.7620 4.0709 -0.9346 0.102 -0.105 0.186 0.0007
```
Positions in Å, forces in eV/Å.

- gap between HOMO and LUMO (spin up / spin down) (eV) = 5.31 / 5.37
- spin multiplicity = 6
- expectation value of S² = 8.767
- lowest unoccupied orbital energy (spin up / spin down) (eV) = -11.0 / -15.9
- net charge = +4
- HOMO (spin up / spin down) (eV) = -16.28 / -21.23
- max |F| (eV/Å) = 3.811